1.
A structure of composition C8H16N4. Source: OMol25; level of theory: the ωB97M-V functional and the def2-TZVPD basis.

CARTESIAN COORDINATES (ANGSTROEM)
C  -3.914  -0.741  0.831
C  -3.528  -0.424  -0.667
C  -2.549  0.717  -0.721
C  -1.393  0.307  0.061
C  1.183  -0.087  0.271
C  2.562  -0.407  0.817
C  3.948  -0.769  0.113
C  3.926  0.327  -0.931
H  -4.186  0.264  1.375
H  -4.775  -1.331  0.850
H  -3.164  -1.188  1.421
H  -3.103  -1.392  -1.130
H  -4.473  -0.073  -0.929
H  -2.094  0.815  -1.768
H  -2.888  1.623  -0.331
H  -1.374  -0.291  1.159
H  -0.756  2.526  0.174
H  2.650  -1.169  1.721
H  2.764  0.647  1.291
H  4.964  -0.569  1.050
H  3.958  -1.814  -0.375
H  4.611  -0.043  -1.709
H  2.971  0.759  -1.270
H  4.403  1.067  -0.297
N  -0.413  1.419  0.191
N  0.867  1.218  0.497
N  0.562  -0.790  -0.780
N  -0.760  -0.603  -0.914

Values from the calculation:
**HOMO-LUMO gap**: 8.275 eV
**E_HOMO**: -0.309 Eh



2.
A structure of composition C38H39NOP2SiSn. Source: OMol25; level of theory: the ωB97M-V functional and the def2-TZVPD basis.

CARTESIAN COORDINATES (ANGSTROEM)
C  -1.696  2.972  -3.669
C  -1.352  1.712  -3.191
C  0.031  1.317  -3.233
C  1.030  2.315  -3.357
C  0.658  3.568  -3.848
C  -0.689  3.880  -4.037
C  2.410  1.969  -2.870
C  2.717  0.512  -3.076
C  1.637  -0.402  -2.989
C  1.909  -1.787  -2.705
C  3.211  -2.252  -2.844
C  4.249  -1.358  -3.148
C  4.011  0.012  -3.216
H  -2.755  3.251  -3.722
H  1.439  4.299  -4.070
H  -0.972  4.853  -4.435
H  3.168  2.606  -3.346
H  3.411  -3.317  -2.691
H  5.258  -1.743  -3.285
H  4.829  0.719  -3.373
N  0.344  0.012  -3.036
Sn  0.585  0.172  0.363
C  -2.335  0.778  -2.530
H  -2.198  -0.238  -2.927
H  -3.366  1.120  -2.695
C  0.789  -2.644  -2.159
H  -0.132  -2.441  -2.725
H  1.061  -3.707  -2.237
P  -2.073  0.659  -0.690
P  0.371  -2.345  -0.374
C  1.590  -3.414  0.456
H  1.393  -3.441  1.537
H  1.505  -4.430  0.038
H  2.611  -3.042  0.298
C  -1.176  -3.292  -0.186
H  -0.956  -4.364  -0.312
H  -1.609  -3.145  0.812
H  -1.913  -2.987  -0.942
C  -2.608  2.331  -0.189
H  -3.586  2.541  -0.643
H  -2.689  2.407  0.901
H  -1.881  3.069  -0.546
C  -3.559  -0.300  -0.234
H  -3.648  -0.382  0.855
H  -4.447  0.216  -0.623
H  -3.509  -1.307  -0.664
C  -1.228  0.445  2.041
O  -2.076  0.762  2.753
H  2.433  2.150  -1.752
C  1.892  4.356  2.681
C  2.909  3.638  2.044
C  2.942  2.246  2.154
C  1.956  1.557  2.896
C  0.951  2.288  3.548
C  0.915  3.683  3.430
Si  1.984  -0.324  2.697
C  3.811  -0.616  3.010
C  4.597  -1.481  2.234
C  5.909  -1.765  2.632
C  6.439  -1.203  3.799
C  5.665  -0.319  4.556
C  4.366  0.005  4.145
C  1.152  -1.587  3.836
C  1.855  -2.109  4.940
C  1.362  -3.205  5.657
C  0.129  -3.776  5.323
C  -0.608  -3.230  4.266
C  -0.100  -2.155  3.529
H  1.864  5.442  2.592
H  3.681  4.146  1.463
H  3.728  1.683  1.635
H  0.197  1.762  4.142
H  0.121  4.251  3.922
H  4.179  -1.916  1.322
H  6.514  -2.434  2.023
H  7.450  -1.456  4.125
H  6.054  0.130  5.470
H  3.793  0.743  4.719
H  2.815  -1.674  5.223
H  1.944  -3.615  6.482
H  -0.254  -4.637  5.876
H  -1.585  -3.647  4.017
H  -0.686  -1.743  2.697

Values from the calculation:
**Net charge**: +2
**HOMO-LUMO gap (alpha / beta)**: 4.302 / 6.442 eV
**E_HOMO (alpha / beta)**: -0.459 / -0.488 Eh



3.
A structure of composition C5H6O2. Source: OMol25; level of theory: the ωB97M-V functional and the def2-TZVPD basis.

CARTESIAN COORDINATES (ANGSTROEM)
O  -1.337  -1.032  1.327
C  -2.067  -0.314  0.370
C  -0.683  0.005  0.177
O  -0.204  1.334  0.103
C  0.944  0.875  -0.664
C  1.760  0.050  0.239
C  0.531  -0.556  -0.449
H  -2.634  0.512  0.819
H  -2.584  -0.798  -0.448
H  1.237  1.403  -1.571
H  2.704  -0.317  -0.156
H  1.752  0.289  1.300
H  0.582  -1.451  -1.048

Values from the calculation:
**HOMO-LUMO gap**: 10.518 eV
**E_HOMO**: -0.350 Eh



4.
A cluster of 11 separate species, C5H31NO12 in total. Source: OMol25; level of theory: the ωB97M-V functional and the def2-TZVPD basis.

CARTESIAN COORDINATES (ANGSTROEM)
C  -1.434  -3.170  -0.722
C  -0.016  -3.192  -0.194
O  0.890  -2.177  -0.708
C  -2.300  -1.911  -0.406
N  -1.799  -0.625  -1.029
C  -2.783  0.416  -0.621
C  -2.484  1.240  0.609
O  -3.361  1.616  1.345
H  -2.123  -3.975  -0.424
H  -1.517  -3.102  -1.847
H  0.381  -3.297  0.836
H  0.425  -4.099  -0.732
H  0.774  -1.333  -0.265
H  -3.225  -1.972  -1.059
H  -2.543  -1.818  0.668
H  -0.865  -0.447  -0.675
H  -2.727  1.124  -1.529
H  -3.852  0.085  -0.736
H  -1.437  1.243  0.890
H  2.902  -0.622  1.613
H  3.508  0.403  2.759
O  2.758  -0.092  2.404
H  -2.032  3.719  1.859
H  -0.685  4.235  1.293
O  -1.308  3.511  1.256
H  1.028  -1.130  -2.670
H  2.222  -1.770  -2.342
O  1.849  -1.314  -3.150
H  2.182  -2.656  3.662
H  0.961  -3.035  2.709
O  1.404  -3.195  3.536
H  1.817  3.642  1.466
H  2.129  3.188  2.762
O  1.426  3.698  2.343
H  1.006  -1.101  2.750
H  -0.147  -0.094  2.796
O  0.189  -0.850  2.309
H  -2.019  -1.807  -3.004
H  -0.962  -2.643  -3.868
O  -1.884  -2.461  -3.693
H  3.338  1.361  -2.726
H  2.255  0.346  -2.571
O  2.566  1.166  -2.158
H  0.670  4.075  -1.090
H  -0.519  3.922  -2.106
O  0.429  3.961  -2.006
H  2.270  2.061  -0.279
H  2.268  1.404  1.087
O  2.682  2.136  0.583

Values from the calculation:
**HOMO-LUMO gap**: 9.258 eV
**E_HOMO**: -0.350 Eh
**Structure (SMILES)**: O=CCNCCCO.O.O.O.O.O.O.O.O.O.O



5.
The ion C14H29BClFO3P with charge -1. Source: OMol25; level of theory: the ωB97M-V functional and the def2-TZVPD basis.

CARTESIAN COORDINATES (ANGSTROEM)
C  -2.756  -2.167  -0.143
C  -1.326  -2.731  -0.171
P  -0.089  -1.776  -1.154
C  -0.715  -2.050  -2.883
C  -0.176  -3.387  -3.390
C  -0.469  -0.031  -0.650
O  -0.355  -0.107  0.726
B  0.786  0.680  1.255
C  0.326  1.578  2.542
C  -1.064  2.230  2.429
C  -1.848  2.259  3.734
F  -3.041  1.520  3.637
C  2.025  -0.334  1.755
C  3.373  -0.083  1.123
C  4.401  -1.113  1.588
Cl  4.023  1.531  1.636
O  1.243  1.446  0.059
C  0.574  1.061  -1.094
C  -0.240  2.298  -1.549
C  -0.793  2.205  -2.956
O  -2.015  2.950  -3.116
H  -3.186  -2.307  0.842
H  -2.804  -1.103  -0.346
H  -3.407  -2.667  -0.852
H  -1.364  -3.709  -0.642
H  -0.959  -2.857  0.833
H  -0.414  -1.262  -3.564
H  -1.800  -2.131  -2.889
H  -0.553  -4.205  -2.788
H  0.906  -3.413  -3.387
H  -0.558  -3.559  -4.393
H  -1.461  0.283  -0.992
H  1.066  2.365  2.687
H  0.332  0.965  3.437
H  -1.705  1.722  1.711
H  -0.960  3.267  2.114
H  -2.112  3.276  4.020
H  -1.283  1.818  4.553
H  1.785  -1.372  1.506
H  2.200  -0.312  2.832
H  3.313  -0.108  0.044
H  4.309  -1.188  2.664
H  5.414  -0.827  1.331
H  4.127  -2.076  1.168
H  1.225  0.707  -1.898
H  -1.033  2.413  -0.811
H  0.405  3.161  -1.435
H  -0.082  2.673  -3.628
H  -0.991  1.176  -3.248
H  -2.271  3.291  -2.247

Values from the calculation:
**Net charge**: -1
**HOMO-LUMO gap**: 7.577 eV
**E_HOMO**: -0.166 Eh



6.
An isolated molecule of C5H8. Source: OMol25; level of theory: the ωB97M-V functional and the def2-TZVPD basis.

CARTESIAN COORDINATES (ANGSTROEM)
C  -0.837  0.164  -1.138
C  0.155  -0.152  0.089
C  -0.977  -0.585  0.810
C  1.243  0.725  0.661
C  1.485  -0.407  -0.423
H  -0.237  0.555  -1.967
H  -1.599  0.944  -1.028
H  -1.253  -0.723  -1.613
H  -1.661  0.131  1.253
H  -1.097  -1.632  1.091
H  1.081  1.803  0.727
H  1.567  0.412  1.649
H  2.128  -1.234  -0.110

Values from the calculation:
**HOMO-LUMO gap**: 6.009 eV
**E_HOMO**: -0.255 Eh



7.
A structure of composition C23H15I2N6OS4SbTi. Source: OMol25; level of theory: the ωB97M-V functional and the def2-TZVPD basis.

CARTESIAN COORDINATES (ANGSTROEM)
Ti  9.410  12.884  9.780
N  6.695  9.349  9.541
C  7.545  10.342  9.236
N  8.129  11.102  10.121
C  8.040  10.827  11.469
N  8.486  11.694  12.321
N  9.090  12.726  11.725
C  9.420  13.744  12.540
C  9.870  14.895  11.921
C  10.461  15.998  12.617
C  11.037  16.980  11.848
C  11.008  16.912  10.428
C  10.415  15.827  9.823
N  9.817  14.823  10.507
C  7.407  9.550  11.854
C  7.381  8.961  13.103
C  6.655  7.795  13.338
C  5.799  7.237  12.394
C  5.756  7.827  11.156
C  6.614  8.898  10.888
H  6.237  8.840  8.794
H  7.763  10.555  8.213
H  9.279  13.698  13.596
H  10.438  16.035  13.695
H  11.604  17.777  12.382
H  11.381  17.786  9.866
H  10.489  15.668  8.739
H  7.962  9.339  13.962
H  6.708  7.360  14.334
H  5.208  6.370  12.632
H  5.024  7.545  10.403
I  9.526  14.185  4.733
C  8.027  14.661  6.115
C  7.039  15.547  5.733
C  6.045  15.849  6.656
I  4.434  17.069  5.890
C  6.008  15.361  8.022
C  4.974  15.479  8.963
C  5.002  14.761  10.162
C  6.128  14.009  10.421
N  7.171  13.861  9.593
C  7.090  14.463  8.381
C  8.107  14.118  7.411
O  9.102  13.379  7.883
H  7.010  15.971  4.736
H  4.097  16.050  8.651
H  4.110  14.625  10.795
H  6.240  13.509  11.382
S  13.581  8.909  9.864
Sb  11.359  9.036  10.734
S  11.702  12.406  10.110
S  10.959  10.949  8.925
S  10.108  8.041  8.995

Values from the calculation:
**Net charge**: -2
**Multiplicity**: 3
**HOMO-LUMO gap (alpha / beta)**: 2.687 / 4.495 eV
**E_HOMO (alpha / beta)**: 0.033 / -0.061 Eh



8.
An isolated molecule of C28H44O3. Source: OMol25; level of theory: the ωB97M-V functional and the def2-TZVPD basis.

CARTESIAN COORDINATES (ANGSTROEM)
C  -6.584  3.173  -2.450
C  -7.217  2.172  -1.491
C  -6.631  2.235  -0.080
C  -5.180  1.763  -0.005
C  -4.662  1.771  1.433
C  -3.214  1.279  1.563
C  -3.083  -0.185  1.986
C  -3.631  -1.179  0.964
H  -3.207  -0.970  -0.020
H  -4.715  -1.083  0.899
C  -3.291  -2.623  1.350
C  -1.796  -2.855  1.340
O  -1.142  -3.166  2.302
O  -1.296  -2.676  0.116
C  0.108  -2.830  -0.064
H  0.482  -3.471  0.743
C  0.394  -3.446  -1.448
H  0.568  -4.517  -1.360
H  -0.478  -3.302  -2.085
C  1.634  -2.717  -2.000
H  2.370  -3.421  -2.384
H  1.366  -2.037  -2.808
C  2.159  -1.938  -0.794
C  3.130  -0.786  -1.022
C  4.382  -1.244  -1.763
C  5.320  -0.060  -1.980
C  5.653  0.632  -0.695
C  6.918  0.947  -0.395
C  7.310  1.777  0.742
O  8.463  1.953  1.070
C  6.144  2.452  1.429
C  4.976  1.482  1.559
H  4.162  1.977  2.089
H  5.297  0.624  2.155
C  4.490  0.986  0.192
H  3.937  1.797  -0.303
C  3.529  -0.215  0.350
C  2.296  0.170  1.178
H  2.608  0.456  2.182
H  1.814  1.039  0.724
C  1.283  -0.970  1.310
C  0.882  -1.494  -0.065
C  0.055  -0.450  -0.821
H  0.634  0.441  -1.039
H  -0.325  -0.853  -1.754
H  -0.796  -0.158  -0.209
H  0.409  -0.615  1.861
H  1.725  -1.782  1.891
H  4.068  -1.003  0.889
H  6.459  2.823  2.405
H  5.851  3.311  0.817
H  7.728  0.629  -1.037
H  6.234  -0.383  -2.480
H  4.821  0.665  -2.634
H  4.113  -1.675  -2.728
H  4.893  -2.013  -1.180
H  2.647  -0.005  -1.617
H  2.662  -2.659  -0.137
H  -3.664  -2.850  2.349
H  -3.745  -3.308  0.632
H  -2.025  -0.403  2.156
H  -3.597  -0.331  2.939
H  -2.698  1.883  2.313
H  -2.695  1.430  0.614
H  -4.729  2.794  1.809
H  -5.312  1.156  2.059
H  -4.549  2.419  -0.607
H  -5.110  0.758  -0.424
H  -7.237  1.608  0.578
H  -6.698  3.261  0.291
H  -7.093  1.161  -1.887
H  -8.289  2.373  -1.431
H  -6.668  4.183  -2.055
H  -7.086  3.141  -3.415
H  -5.532  2.951  -2.610

Values from the calculation:
**HOMO-LUMO gap**: 9.838 eV
**E_HOMO**: -0.341 Eh
**Structure (SMILES)**: CCCCCCCCCC(=O)O[C@H]1CC[C@H]2[C@@H]3CCC4=CC(=O)CC[C@@H]4[C@H]3CC[C@]12C



9.
A cluster of 2 separate species, C5H8O2 in total. Source: OMol25; level of theory: the ωB97M-V functional and the def2-TZVPD basis.

CARTESIAN COORDINATES (ANGSTROEM)
O  2.098  0.329  0.182
C  1.362  -0.810  -0.215
C  0.261  -1.016  0.795
C  -1.022  1.644  0.025
C  -1.909  1.045  -0.761
C  -0.898  -1.896  0.492
O  0.047  -2.392  1.229
H  2.821  0.449  -0.446
H  1.986  -1.716  -0.239
H  0.922  -0.675  -1.216
H  0.182  -0.280  1.590
H  -1.295  2.006  1.014
H  0.021  1.762  -0.260
H  -1.637  0.658  -1.740
H  -2.940  0.892  -0.451

Values from the calculation:
**HOMO-LUMO gap**: 10.241 eV
**E_HOMO**: -0.352 Eh



10.
A cluster of 2 separate species, C5H15NS in total. Source: OMol25; level of theory: the ωB97M-V functional and the def2-TZVPD basis.

CARTESIAN COORDINATES (ANGSTROEM)
C  0.579  2.804  0.726
N  0.867  1.392  0.281
C  1.594  0.600  1.277
H  0.268  3.483  -0.048
H  -0.275  2.703  1.368
H  1.480  3.170  1.221
H  1.410  1.472  -0.573
H  -0.437  0.643  0.155
H  2.593  1.030  1.645
H  1.809  -0.350  0.787
H  0.942  0.368  2.128
C  -0.078  -1.647  -1.772
C  -0.723  -2.041  -0.478
C  -2.075  -1.361  -0.161
S  -1.919  0.421  0.188
H  -0.576  -2.064  -2.639
H  0.989  -1.795  -1.866
H  -0.085  -0.572  -1.937
H  -0.953  -3.145  -0.448
H  -0.078  -1.856  0.386
H  -2.544  -1.821  0.721
H  -2.786  -1.436  -0.962

Values from the calculation:
**HOMO-LUMO gap**: 8.599 eV
**E_HOMO**: -0.286 Eh
**Structure (SMILES)**: CCCS.CNC



11.
An isolated molecule of C3H7NO3. Source: OMol25; level of theory: the ωB97M-V functional and the def2-TZVPD basis.

CARTESIAN COORDINATES (ANGSTROEM)
C  -1.543  -0.905  0.750
C  1.327  0.078  -1.544
C  -0.076  -0.033  0.308
N  -0.721  1.261  -0.014
O  -0.534  2.129  0.776
O  0.810  0.036  1.335
O  0.367  -0.649  -0.829
H  -1.947  -0.614  1.713
H  -1.110  -1.889  0.863
H  -2.145  -0.882  -0.076
H  1.757  -0.712  -2.185
H  2.138  0.400  -0.785
H  0.880  0.836  -2.119
H  0.796  0.944  1.808

Values from the calculation:
**HOMO-LUMO gap**: 9.206 eV
**E_HOMO**: -0.344 Eh
**Structure (SMILES)**: CO[C@@](C)(O)N=O



12.
A structure of composition CHCoLiO2. Source: OMol25; level of theory: the ωB97M-V functional and the def2-TZVPD basis.

CARTESIAN COORDINATES (ANGSTROEM)
H  0.152  1.319  -0.802
O  0.030  0.282  -0.674
C  0.267  0.758  0.503
O  0.890  0.384  1.399
Li  -1.335  -1.121  -1.120
Co  -0.003  -1.622  0.694

Values from the calculation:
**Net charge**: +3
**Multiplicity**: 5
**HOMO-LUMO gap (alpha / beta)**: 6.945 / 10.113 eV
**E_HOMO (alpha / beta)**: -0.986 / -1.144 Eh



Number 1: E_tot -14508.963 eV. Number 2: E_tot -75848.297 eV. Number 3: E_tot -9372.714 eV. Number 4: E_tot -31745.568 eV. Number 5: E_tot -46339.073 eV. Number 6: E_tot -5307.236 eV. Number 7: E_tot -124281.124 eV. Number 8: E_tot -35894.612 eV. Number 9: E_tot -9404.850 eV. Number 10: E_tot -17752.541 eV. Number 11: E_tot -10853.503 eV. Number 12: E_tot -42934.451 eV.